# 1
The following is a DFT calculation (ωB97M-V/def2-TZVPD) of a molecular structure, C15H23N3O3 at a distorted geometry.

Each line ends with the natural charge from an NBO analysis.
Geometry (Å):
C -0.415 1.195 0.625  -0.134
C 0.762 1.988 0.377  0.657
C -1.553 2.096 1.114  -0.440
C -2.961 1.969 1.577  -0.051
C -3.993 1.785 0.723  -0.201
C -3.313 1.851 2.901  -0.198
C -5.223 1.349 1.116  -0.221
C -4.544 1.484 3.381  -0.217
C -5.609 1.148 2.469  -0.194
C 2.107 -0.190 -0.166  -0.153
C 2.574 -0.818 1.140  0.760
C 3.104 -0.586 -1.195  -0.427
C 2.720 -0.545 -2.622  -0.390
C 1.975 -1.910 -3.025  -0.401
C 2.710 -3.152 -2.515  -0.240
H -0.484 0.384 2.509  0.396
H -1.168 -0.626 1.438  0.408
H -0.591 0.849 -0.322  0.221
H -1.330 2.982 0.464  0.265
H -0.886 2.386 2.049  0.195
H -3.766 2.069 -0.390  0.213
H -2.591 2.220 3.704  0.211
H -6.050 1.464 0.388  0.217
H -4.544 1.206 4.405  0.218
H -6.617 0.890 2.773  0.228
H 2.359 2.040 -0.367  0.426
H 1.131 -0.672 -0.375  0.191
H 3.515 -1.461 -0.967  0.240
H 3.945 0.025 -1.126  0.224
H 1.961 0.183 -2.908  0.208
H 3.645 -0.574 -3.291  0.208
H 0.936 -1.938 -2.673  0.180
H 2.046 -1.856 -4.097  0.199
H 3.630 -2.994 -3.005  0.178
H 2.929 -3.244 -1.441  0.203
H 1.622 -4.010 -3.975  0.346
H 1.206 -4.652 -2.517  0.346
H 0.856 -0.382 1.639  0.440
N -0.294 0.045 1.592  -0.759
N 1.864 1.256 0.080  -0.615
N 2.095 -4.324 -3.080  -0.817
O 0.848 3.170 0.151  -0.602
O 3.681 -1.217 1.300  -0.602
O 1.710 -0.880 2.142  -0.717

Computed properties:
* E_HOMO: -9.18 eV
* orbital gap: 9.2 eV
* net charge: 0
* LUMO: 0.0 eV


# 2
The following is a DFT calculation (ωB97M-V/def2-TZVPD) of a single C15H23N3O4 molecule.

Each line ends with the natural charge from an NBO analysis.
Geometry (Å):
C 1.162 3.000 -1.570  -0.604
C 1.816 3.089 -2.945  -0.408
C 1.020 2.396 -4.055  -0.403
C 1.321 0.900 -4.196  -0.221
N 0.878 0.111 -3.069  -0.580
C 1.738 -0.340 -2.141  0.113
C 1.634 -1.003 -0.912  0.121
N 0.633 -1.468 -0.148  -0.405
C -0.761 -1.234 -0.470  -0.219
C -1.649 -2.040 0.472  -0.226
N -1.355 -1.700 1.845  -0.455
C -2.369 -1.421 2.699  0.897
O -3.538 -1.490 2.403  -0.663
O -1.899 -1.080 3.916  -0.522
C -2.887 -0.784 4.904  -0.068
C -3.398 0.643 4.780  -0.636
C 0.040 -1.542 2.214  -0.215
C 0.923 -2.118 1.113  -0.233
C 3.094 -1.028 -0.738  0.434
O 3.833 -1.413 0.142  -0.572
C 3.209 -0.334 -2.076  0.419
O 4.091 0.074 -2.799  -0.569
H 1.128 1.976 -1.208  0.194
H 1.729 3.587 -0.851  0.215
H 0.147 3.393 -1.603  0.197
H 1.921 4.145 -3.202  0.205
H 2.818 2.660 -2.900  0.215
H 1.268 2.858 -5.011  0.215
H -0.051 2.541 -3.887  0.189
H 2.396 0.750 -4.302  0.238
H 0.822 0.518 -5.094  0.193
H -0.108 0.147 -2.854  0.391
H -0.958 -1.538 -1.504  0.204
H -0.998 -0.165 -0.364  0.193
H -2.703 -1.814 0.298  0.258
H -1.496 -3.113 0.302  0.194
H -2.380 -0.940 5.859  0.188
H -3.716 -1.491 4.801  0.200
H -4.095 0.851 5.587  0.217
H -2.571 1.347 4.834  0.208
H -3.912 0.769 3.830  0.225
H 0.269 -0.479 2.360  0.197
H 0.229 -2.059 3.158  0.223
H 0.749 -3.197 1.026  0.191
H 1.976 -1.962 1.352  0.265

Computed properties:
* E_HOMO: -7.84 eV
* orbital gap: 8.2 eV
* net charge: 0
* SMILES: CCCCNc1c(N2CCN(C(=O)OCC)CC2)c(=O)c1=O
* LUMO: 0.4 eV


# 3
The following is a DFT calculation (ωB97M-V/def2-TZVPD) of a single C15H23N5O molecule at a distorted geometry.

Each line ends with the natural charge from an NBO analysis.
Geometry (Å):
C -0.731 2.085 -1.244  -0.644
C -1.316 2.616 0.065  0.109
C -2.256 3.797 -0.196  -0.638
O -0.344 2.915 1.055  -0.558
C 0.669 3.857 0.760  -0.069
C 2.005 3.229 0.339  -0.436
C 2.528 2.220 1.369  -0.224
N 1.692 1.049 1.451  -0.573
C 1.846 0.007 0.614  0.427
N 2.977 -0.128 -0.090  -0.551
C 3.137 -1.191 -0.861  0.273
N 2.304 -2.193 -1.071  -0.519
C 1.169 -2.059 -0.381  0.341
C 0.864 -0.993 0.480  -0.039
N -0.393 -1.169 1.002  -0.467
C -0.823 -2.287 0.488  0.395
N 0.080 -2.878 -0.356  -0.364
C -0.118 -4.088 -1.110  -0.206
C -1.254 -4.897 -0.492  -0.405
C -2.464 -3.991 -0.268  -0.393
C -2.132 -2.931 0.781  -0.447
H -1.540 1.745 -1.886  0.215
H -0.070 1.244 -1.050  0.221
H -0.180 2.861 -1.771  0.201
H -1.888 1.810 0.542  0.193
H -2.608 4.205 0.749  0.218
H -1.755 4.587 -0.753  0.199
H -3.112 3.463 -0.775  0.213
H 0.340 4.567 -0.007  0.172
H 0.824 4.415 1.692  0.181
H 2.733 4.033 0.222  0.211
H 1.905 2.718 -0.619  0.210
H 2.568 2.683 2.358  0.193
H 3.525 1.884 1.078  0.235
H 0.749 1.204 1.784  0.424
H 4.076 -1.239 -1.397  0.172
H 0.823 -4.645 -1.118  0.226
H -0.362 -3.826 -2.148  0.198
H -1.508 -5.723 -1.156  0.220
H -0.932 -5.313 0.465  0.205
H -3.321 -4.579 0.063  0.216
H -2.731 -3.507 -1.211  0.200
H -2.904 -2.162 0.832  0.238
H -2.072 -3.395 1.771  0.224

Computed properties:
* E_HOMO: -7.78 eV
* orbital gap: 8.6 eV
* net charge: 0
* SMILES: CC(C)OCCCNc1ncnc2c1nc1n2CCCC1
* LUMO: 0.8 eV


# 4
The following is a DFT calculation (ωB97M-V/def2-TZVPD) of a single C15H23N5O4 molecule at a distorted geometry.

Each line ends with the natural charge from an NBO analysis.
Geometry (Å):
H -1.426 6.206 0.348  0.327
N -0.446 5.993 0.403  -0.746
C -0.384 4.680 0.464  0.567
N -1.374 3.659 0.414  -0.887
N 0.877 4.113 0.579  -0.615
C 1.266 2.704 1.076  -0.214
C 1.611 1.573 0.099  -0.430
C 2.341 0.409 0.810  -0.442
C 1.330 -0.428 1.582  -0.141
N 1.693 -0.424 3.026  -0.839
C 1.274 -1.917 0.995  0.690
O 1.217 -2.857 1.764  -0.631
N 1.132 -2.008 -0.376  -0.637
C 0.886 -3.141 -1.025  -0.145
C -0.640 -3.368 -1.371  -0.446
C -1.466 -2.191 -0.974  -0.019
C -1.703 -1.279 -1.929  -0.221
C -2.608 -0.298 -1.579  -0.262
C -3.166 -0.173 -0.259  0.297
O -4.072 0.799 -0.129  -0.658
C -2.825 -1.063 0.765  -0.296
C -1.902 -2.075 0.506  -0.189
C 1.725 -3.067 -2.319  0.795
O 2.716 -3.716 -2.639  -0.577
O 1.210 -2.135 -3.177  -0.714
H -2.397 3.823 0.539  0.393
H -1.286 3.336 -0.636  0.385
H 1.596 4.707 0.553  0.386
H 0.530 2.302 1.933  0.209
H 2.184 2.940 1.642  0.202
H 0.846 1.350 -0.605  0.210
H 2.564 1.841 -0.454  0.209
H 2.994 -0.125 0.123  0.218
H 3.205 0.736 1.459  0.243
H 0.228 -0.136 1.443  0.222
H 0.772 -0.483 3.506  0.365
H 2.311 -1.198 3.281  0.382
H 1.159 -1.069 -0.696  0.414
H 1.367 -3.932 -0.389  0.263
H -0.974 -4.345 -0.873  0.229
H -0.822 -3.533 -2.429  0.224
H -1.300 -1.349 -2.923  0.229
H -2.971 0.203 -2.407  0.214
H -4.224 0.951 0.883  0.481
H -3.230 -1.021 1.739  0.212
H -1.448 -2.664 1.304  0.239
H 1.628 -2.333 -4.047  0.504

Computed properties:
* E_HOMO: -8.40 eV
* orbital gap: 8.7 eV
* net charge: 0
* SMILES: [H]/N=C(\N)NCCC[C@H](N)C(=O)N[C@@H](Cc1ccc(O)cc1)C(=O)O
* LUMO: 0.3 eV


# 5
The following is a DFT calculation (ωB97M-V/def2-TZVPD) of a single C15H23NO3 molecule.

Each line ends with the natural charge from an NBO analysis.
Geometry (Å):
C -0.626 -4.172 0.723  -0.599
C 0.654 -3.345 0.701  -0.399
C 1.097 -3.018 -0.724  -0.413
C 2.489 -2.400 -0.764  -0.049
O 2.486 -1.143 -0.124  -0.564
C 3.786 -0.619 0.025  -0.055
C 3.736 0.755 0.684  -0.425
C 3.083 1.809 -0.207  -0.226
N 1.645 1.687 -0.214  -0.616
C 0.850 2.734 0.042  0.656
O 1.249 3.865 0.237  -0.638
C -0.650 2.437 0.047  -0.157
O -0.902 1.058 -0.070  -0.527
C -2.202 0.636 -0.063  0.387
C -2.385 -0.744 -0.149  -0.281
C -3.655 -1.281 -0.152  -0.182
C -4.764 -0.452 -0.071  -0.248
C -4.584 0.915 0.015  -0.188
C -3.313 1.467 0.020  -0.321
H -0.469 -5.129 0.230  0.200
H -0.938 -4.361 1.748  0.212
H -1.433 -3.653 0.211  0.196
H 0.508 -2.414 1.250  0.208
H 1.448 -3.904 1.202  0.194
H 0.391 -2.326 -1.186  0.203
H 1.118 -3.932 -1.322  0.205
H 3.205 -3.068 -0.259  0.161
H 2.823 -2.281 -1.808  0.167
H 4.390 -1.306 0.641  0.169
H 4.272 -0.543 -0.962  0.161
H 3.184 0.682 1.622  0.216
H 4.760 1.059 0.906  0.217
H 3.468 1.719 -1.230  0.186
H 3.305 2.815 0.160  0.239
H 1.257 0.758 -0.307  0.432
H -1.095 2.995 -0.789  0.200
H -1.061 2.840 0.983  0.202
H -1.509 -1.368 -0.207  0.212
H -3.784 -2.351 -0.218  0.212
H -5.758 -0.872 -0.073  0.214
H -5.440 1.570 0.080  0.214
H -3.205 2.538 0.088  0.220

Computed properties:
* E_HOMO: -8.73 eV
* orbital gap: 9.6 eV
* net charge: 0
* SMILES: CCCCOCCCNC(=O)COc1ccccc1
* LUMO: 0.9 eV


# 6
The following is a DFT calculation (ωB97M-V/def2-TZVPD) of a single C15H23NO5 molecule at a distorted geometry.

Each line ends with the natural charge from an NBO analysis.
Geometry (Å):
C 0.808 3.345 -2.011  -0.604
C 0.703 3.264 -0.492  -0.409
C 1.612 2.192 0.123  -0.066
C 1.511 2.234 1.663  -0.051
O 2.251 1.208 2.259  -0.743
N 1.290 0.833 -0.278  -0.659
C 2.093 0.200 -1.293  -0.225
C 1.896 -1.324 -1.249  0.059
O 2.499 -1.944 -2.363  -0.707
C 2.451 -1.946 0.051  -0.080
O 1.779 -1.608 1.236  -0.540
C 0.599 -2.338 1.523  -0.078
C -0.634 -1.778 0.855  -0.059
C -1.285 -2.468 -0.156  -0.211
C -2.394 -1.939 -0.813  -0.262
C -2.814 -0.691 -0.424  0.228
C -2.165 0.009 0.597  0.286
C -1.084 -0.516 1.257  -0.276
O -2.776 1.223 0.773  -0.492
C -3.846 1.255 -0.147  0.236
O -3.851 0.065 -0.904  -0.476
H 0.200 4.164 -2.388  0.210
H 0.459 2.426 -2.476  0.200
H 1.839 3.515 -2.314  0.203
H 0.970 4.230 -0.059  0.205
H -0.331 3.049 -0.206  0.196
H 2.653 2.390 -0.153  0.188
H 0.449 2.167 1.948  0.141
H 1.911 3.176 2.045  0.175
H 2.045 0.385 1.780  0.498
H 0.302 0.734 -0.473  0.368
H 3.145 0.427 -1.087  0.184
H 1.870 0.533 -2.323  0.176
H 0.829 -1.553 -1.336  0.185
H 3.443 -1.746 -2.353  0.461
H 3.480 -1.598 0.199  0.183
H 2.467 -3.038 -0.083  0.176
H 0.734 -3.392 1.249  0.175
H 0.489 -2.264 2.610  0.201
H -0.927 -3.444 -0.449  0.217
H -2.898 -2.478 -1.597  0.231
H -0.585 0.021 2.045  0.238
H -4.799 1.349 0.398  0.159
H -3.728 2.120 -0.820  0.159

Computed properties:
* E_HOMO: -8.37 eV
* orbital gap: 9.1 eV
* net charge: 0
* SMILES: CC[C@@H](CO)NC[C@@H](O)COCc1ccc2c(c1)OCO2
* LUMO: 0.7 eV


# 7
The following is a DFT calculation (ωB97M-V/def2-TZVPD) of a gas-phase ion, C15H23NO5P (charge -1) at a distorted geometry.

Each line ends with the natural charge from an NBO analysis.
Geometry (Å):
C -1.371 4.080 -1.730  -0.615
C -2.233 2.884 -2.166  -0.226
C -3.228 3.280 -3.231  -0.596
C -1.379 1.736 -2.784  -0.375
C -0.288 1.131 -1.845  -0.354
C 0.550 0.048 -2.640  -0.056
O 1.906 -0.047 -2.169  -0.811
P 2.366 -1.358 -1.328  2.346
O 1.974 -2.681 -1.920  -1.199
O 3.848 -1.360 -1.157  -1.152
C 1.453 -1.336 0.321  -0.447
N 0.235 -2.207 0.260  -0.731
C 2.316 -1.762 1.513  -0.426
C 1.565 -1.930 2.794  -0.044
C 1.676 -3.087 3.573  -0.223
C 1.050 -3.176 4.834  -0.216
C 0.206 -2.155 5.275  -0.228
C 0.042 -1.021 4.479  -0.208
C 0.737 -0.890 3.285  -0.205
C -0.976 0.574 -0.572  0.768
O -0.655 1.038 0.557  -0.771
O -1.656 -0.488 -0.700  -0.821
H -0.604 4.300 -2.498  0.193
H -0.801 3.875 -0.801  0.232
H -1.966 5.001 -1.591  0.196
H -2.768 2.528 -1.280  0.209
H -2.783 3.943 -3.974  0.194
H -3.638 2.405 -3.708  0.206
H -4.054 3.840 -2.760  0.196
H -0.879 2.117 -3.666  0.186
H -2.024 0.934 -3.099  0.208
H 0.399 1.945 -1.585  0.215
H 0.622 0.315 -3.708  0.172
H 0.048 -0.918 -2.610  0.201
H 1.187 -0.296 0.480  0.265
H -0.610 -1.604 0.137  0.484
H 0.356 -2.789 -0.573  0.465
H 0.146 -2.742 1.120  0.412
H 2.792 -2.684 1.317  0.222
H 3.071 -0.965 1.719  0.251
H 2.350 -3.906 3.299  0.209
H 1.168 -4.076 5.422  0.204
H -0.309 -2.285 6.219  0.206
H -0.588 -0.227 4.844  0.214
H 0.748 0.013 2.648  0.249

Computed properties:
* E_HOMO: -5.48 eV
* orbital gap: 8.3 eV
* net charge: -1
* SMILES: CC(C)C[C@H](CO[P@@](=O)([O-])[C@@H]([NH3+])Cc1ccccc1)C(=O)[O-]
* LUMO: 2.8 eV


# 8
The following is a DFT calculation (ωB97M-V/def2-TZVPD) of a molecular structure, C15H23NP2PdS6.

Each line ends with the Löwdin charge.
Geometry (Å):
Pd 0.076 -0.545 0.383  0.079
C -2.603 -4.137 -0.434  -0.346
P -1.782 -2.499 -0.040  0.787
C -2.612 -2.213 1.581  -0.342
C -2.914 -1.499 -1.143  -0.465
C -2.921 0.003 -0.855  -0.446
P -1.211 0.713 -0.792  0.647
C -0.871 0.869 -2.599  -0.295
C -1.627 2.470 -0.466  -0.279
H -3.687 -4.121 -0.268  0.015
H -2.160 -4.915 0.191  0.016
H -2.412 -4.397 -1.478  0.015
H -3.703 -2.291 1.495  0.028
H -2.326 -1.235 1.965  0.004
H -2.245 -2.960 2.287  0.018
H -3.929 -1.906 -1.061  0.059
H -2.581 -1.674 -2.172  0.061
H -3.365 0.185 0.128  0.062
H -3.530 0.539 -1.595  0.067
H -1.721 1.298 -3.142  0.032
H -0.624 -0.109 -3.013  0.020
H -0.007 1.525 -2.719  -0.036
H -2.364 2.860 -1.176  0.038
H -0.714 3.062 -0.552  -0.004
H -2.010 2.569 0.551  0.034
S 0.948 -1.859 2.746  0.405
C 2.157 -2.348 1.628  -0.863
C 3.204 -3.249 1.942  -0.146
C 4.146 -3.567 0.995  -0.129
C 4.065 -3.002 -0.280  -0.122
C 3.012 -2.140 -0.521  -0.174
N 2.090 -1.823 0.384  -0.056
H 3.242 -3.666 2.939  0.078
H 4.951 -4.252 1.240  0.086
H 4.791 -3.220 -1.053  0.076
H 2.887 -1.670 -1.492  0.100
C 2.251 2.014 1.560  -0.412
S 3.218 3.369 0.837  0.751
C 1.974 4.472 0.296  -1.042
C 1.449 4.568 -0.965  -1.248
S 1.724 3.665 -2.383  0.393
S 0.285 5.894 -1.098  0.836
C 0.336 6.519 0.501  -1.555
S -0.517 7.865 1.009  0.367
S 1.416 5.637 1.479  0.855
H 2.952 1.358 2.078  0.024
H 1.725 1.439 0.797  -0.024
H 1.534 2.401 2.282  0.031

Computed properties:
* E_HOMO: -0.92 eV
* orbital gap: 5.4 eV
* net charge: -2
* LUMO: 4.4 eV